Below is C6H9NO as an isolated structure, with properties calculated with ωB97M-V/def2-TZVPD.

The largest force on an atom is 5.31 eV/Å. The gap between HOMO and LUMO is 10.098 eV. As for the lowest unoccupied orbital energy: 0.0296 hartree. As for the total energy: -9899.1435 eV. As for the net charge: 0. As for the multiplicity: 1. As for the energy relative to the best compared isomer or geometry (same formula, charge and spin): 6.461 eV.

Positions of all 17 atoms, in Å:
O -0.660 1.624 0.085
N 2.062 1.206 -0.673
C -1.033 -0.579 0.986
C -1.429 -0.461 -0.509
C -0.734 -1.643 -0.027
C -0.515 0.644 -0.904
C 0.008 0.537 0.915
C 0.882 0.266 -0.316
H -2.497 -0.558 -0.877
H 3.037 0.430 -0.417
H -1.439 -2.590 0.195
H -0.602 1.134 -1.801
H -1.538 -0.723 1.966
H 2.065 2.195 0.202
H 0.597 1.046 1.729
H 1.524 -0.601 -0.313
H 0.270 -1.926 -0.244